Record 1
{"formula": "C16H32Br16", "method": "ωB97M-V/def2-TZVPD", "elements": ["Br", "C", "C", "Br", "H", "H", "H", "H", "Br", "C", "C", "Br", "H", "H", "H", "H", "Br", "C", "C", "Br", "H", "H", "H", "H", "Br", "C", "C", "Br", "H", "H", "H", "H", "Br", "C", "C", "Br", "H", "H", "H", "H", "Br", "C", "C", "Br", "H", "H", "H", "H", "Br", "C", "C", "Br", "H", "H", "H", "H", "Br", "C", "C", "Br", "H", "H", "H", "H"], "xyz": [[16.00489, -26.99441, -6.77327], [16.64043, -26.65306, -8.59582], [16.69445, -28.00987, -9.27629], [17.63108, -27.85803, -10.99795], [17.61658, -26.18196, -8.58103], [15.86488, -26.06209, -9.06907], [15.69055, -28.38506, -9.47216], [17.15605, -28.81592, -8.71320], [8.46347, -20.05766, -12.52031], [10.02973, -21.13728, -12.10161], [10.08315, -21.31433, -10.58098], [11.60798, -22.43397, -10.07799], [10.91589, -20.60338, -12.42513], [9.81465, -22.03089, -12.67337], [9.19438, -21.79968, -10.19087], [10.15025, -20.32720, -10.13288], [10.73441, -28.69556, -11.08617], [11.36630, -27.20239, -12.20945], [12.14983, -27.77462, -13.37006], [12.70634, -26.32650, -14.55754], [12.05383, -26.61655, -11.60770], [10.48198, -26.64369, -12.49174], [11.58294, -28.48533, -13.96537], [13.03040, -28.29934, -13.00883], [13.97716, -24.50875, 0.14016], [15.32333, -25.47864, -0.94133], [16.13881, -24.48143, -1.71928], [17.40084, -25.54148, -2.84758], [14.75784, -26.17705, -1.54448], [15.92545, -25.96737, -0.18436], [16.78868, -23.83666, -1.13727], [15.56597, -23.83746, -2.37961], [10.01134, -29.91942, -7.58853], [11.01764, -28.38322, -6.90969], [12.30561, -28.23684, -7.65310], [13.48659, -29.81079, -7.18696], [11.16275, -28.64843, -5.86693], [10.32076, -27.54999, -6.95691], [12.94191, -27.37396, -7.45235], [12.26537, -28.23332, -8.73956], [14.58842, -23.94864, -5.07966], [12.84004, -24.31838, -5.88087], [13.00524, -24.62426, -7.36530], [11.32640, -25.55361, -7.96411], [12.11497, -23.52464, -5.75043], [12.52224, -25.26837, -5.46334], [13.78791, -25.32393, -7.64015], [13.05600, -23.75252, -8.01087], [12.04099, -20.90920, -1.54744], [11.90504, -22.80153, -2.00174], [10.85406, -23.15863, -3.02259], [10.86418, -25.13354, -3.17287], [11.70997, -23.36779, -1.09263], [12.90072, -23.17366, -2.22933], [11.08270, -22.78484, -4.01850], [9.83272, -22.86099, -2.81065], [13.73230, -26.59553, -10.63830], [14.17210, -25.23735, -11.98702], [15.13311, -24.27290, -11.36364], [15.61816, -22.88092, -12.65705], [13.24101, -24.72413, -12.21061], [14.55226, -25.80852, -12.82606], [16.03968, -24.71901, -10.96085], [14.65091, -23.80131, -10.50669]], "atomic_forces_ev_per_a": [[0.24, 0.24, -0.15], [-0.07, -1.07, 0.00], [-0.35, -0.30, -0.16], [-0.28, 0.03, 0.31], [-0.09, 0.18, 0.24], [0.26, 0.29, 0.03], [0.02, 0.23, -0.25], [0.50, 0.37, 0.10], [0.01, 0.28, 0.06], [-0.31, 0.02, 0.68], [-0.39, 0.01, -0.74], [-0.17, 0.32, -0.15], [-0.05, -0.09, -0.32], [0.53, -0.26, 0.19], [0.05, -0.14, -0.05], [0.38, -0.13, 0.24], [0.28, 0.49, -0.22], [-0.60, -0.40, -0.60], [-0.40, -0.35, 0.08], [-0.34, -0.35, -0.40], [-1.54, -0.14, -0.41], [-0.06, -0.05, -0.21], [-0.11, 0.20, -0.08], [0.19, 0.21, -0.04], [0.31, -0.14, -0.08], [-0.14, 0.68, 0.68], [0.53, -0.26, -0.59], [-0.46, 0.41, 0.25], [0.13, -0.01, -0.14], [0.03, -0.27, -0.20], [-0.12, -0.21, 0.36], [-0.14, -0.29, -0.13], [-0.12, 0.04, -0.08], [-0.64, -0.70, 0.33], [1.66, -0.80, -0.20], [-0.43, 0.62, -0.30], [0.26, 0.19, 0.05], [0.31, -0.21, -0.15], [-0.25, -0.38, 0.78], [-0.57, -0.41, 0.08], [-0.52, 0.30, -0.13], [0.54, -1.22, -1.19], [-0.79, 0.10, -0.53], [0.22, 1.85, -0.10], [0.19, 0.08, 0.34], [-0.13, 0.38, 0.56], [0.13, 0.00, 0.38], [0.10, 0.11, 0.15], [-0.17, -0.40, -0.28], [-0.04, -0.72, 0.78], [0.34, -0.07, -0.66], [-0.18, 0.46, 0.15], [-0.38, 0.49, 0.21], [-0.01, 0.38, -0.68], [0.12, -0.03, 0.06], [0.08, -0.05, 0.45], [2.01, 0.26, 1.22], [0.26, -0.02, 0.42], [0.14, 0.29, 0.58], [-0.13, -0.36, 0.34], [-0.01, -0.20, -0.20], [0.09, 0.32, 0.07], [0.13, -0.11, -0.50], [-0.03, 0.33, -0.22]], "multiplicity": 1, "charge": 0, "relative_energy_kcal_mol": 47.8, "homo_ev": -9.7, "largest_force_ev_per_a": 2.365, "total_energy_ha": -41813.03760}



Record 2
{"formula": "C10H7HoN3O6", "method": "ωB97M-V/def2-TZVPD", "elements": ["O", "C", "Ho", "O", "C", "C", "O", "C", "O", "C", "O", "C", "N", "C", "C", "C", "N", "C", "O", "N", "H", "H", "H", "H", "H", "H", "H"], "xyz": [[0.97238, -0.13070, -6.26752], [-0.03935, -0.03834, -5.73057], [-0.85260, 0.06871, -1.31100], [1.46803, -2.37053, -2.56378], [0.78182, -1.49241, -2.25576], [-1.23618, 2.11755, -2.63915], [-1.27426, 3.05802, -3.31114], [-1.76416, -1.83997, -2.61857], [-2.04460, -2.74395, -3.28171], [1.10615, 1.21547, -2.23514], [1.97962, 1.92316, -2.50567], [-2.29100, 0.33811, 3.06715], [-0.92671, 0.16169, 2.56700], [0.16434, 0.02235, 3.37656], [1.39912, -0.14948, 2.79789], [1.50872, -0.18168, 1.38724], [0.39594, -0.04394, 0.60327], [-0.79550, 0.12122, 1.25325], [-1.87776, 0.23956, 0.52938], [2.67289, -0.33665, 0.74810], [-2.93125, 0.40091, 2.18384], [-2.36481, 1.25127, 3.65900], [-2.57845, -0.51166, 3.68746], [-0.05905, 0.06138, 4.44033], [2.30219, -0.26828, 3.39932], [3.51322, -0.45523, 1.27808], [2.77124, -0.41657, -0.25786]], "atomic_forces_ev_per_a": [[-3.16, 0.29, 1.52], [3.17, -0.29, -1.34], [-1.23, 0.10, -0.06], [-2.98, 4.04, 1.28], [4.07, -5.15, -1.55], [-0.91, 5.41, -3.76], [0.14, -4.41, 3.18], [-2.14, -4.94, -3.61], [1.26, 4.20, 3.11], [5.22, 4.07, -1.27], [-3.84, -3.29, 1.09], [-0.90, 0.12, 0.59], [-0.06, -0.01, 0.06], [0.95, -0.11, -0.68], [-0.24, 0.04, 0.90], [0.64, -0.06, -1.15], [-0.81, 0.08, 0.95], [-0.23, -0.01, 0.00], [1.38, -0.16, -0.75], [-0.78, 0.03, 0.39], [-0.06, 0.02, 0.79], [0.11, -0.03, -0.09], [0.10, 0.00, -0.09], [0.36, -0.05, -0.10], [-0.38, 0.06, -0.07], [0.48, -0.05, 0.25], [-0.16, 0.08, 0.41]], "multiplicity": 5, "charge": 3, "homo_ev": [-20.1, -20.1], "largest_force_ev_per_a": 6.742, "total_energy_ha": -1948.01402}



Record 3
{"formula": "C21H22N4O3S2", "method": "ωB97M-V/def2-TZVPD", "elements": ["C", "C", "C", "N", "N", "C", "N", "C", "O", "C", "C", "C", "C", "C", "C", "C", "C", "C", "N", "S", "O", "O", "C", "C", "C", "C", "C", "C", "C", "S", "H", "H", "H", "H", "H", "H", "H", "H", "H", "H", "H", "H", "H", "H", "H", "H", "H", "H", "H", "H", "H", "H"], "xyz": [[-1.24777, 1.61154, -4.10428], [-0.65652, 2.89687, -3.53146], [-0.04512, 2.68625, -2.19749], [1.10446, 3.12117, -1.84005], [1.44803, 2.82895, -0.59409], [0.56437, 2.12856, 0.04033], [0.74170, 1.79505, 1.34856], [0.03064, 1.02067, 2.24694], [0.25455, 1.14626, 3.42271], [-1.05387, 0.10948, 1.69590], [-1.52867, -0.84549, 2.79180], [-2.49556, -1.85357, 2.24403], [-3.33932, -2.54751, 3.10457], [-4.22588, -3.49003, 2.62168], [-4.28091, -3.75033, 1.26171], [-3.44503, -3.06806, 0.39942], [-2.54805, -2.12153, 0.88044], [-1.65649, -1.39547, -0.09333], [-0.59855, -0.62263, 0.52741], [0.89435, -1.40594, 0.68829], [1.42484, -1.11734, 1.98861], [0.75504, -2.77148, 0.27615], [1.88383, -0.53925, -0.52104], [1.48790, -0.50967, -1.84497], [2.23407, 0.21385, -2.75743], [3.37005, 0.91054, -2.35697], [4.11809, 1.76409, -3.32847], [3.76716, 0.83888, -1.02606], [3.02835, 0.11529, -0.10831], [-0.86224, 1.78644, -0.91732], [-0.48186, 0.84540, -4.19219], [-2.03862, 1.23711, -3.45809], [-1.66588, 1.80052, -5.08950], [0.11709, 3.29530, -4.18953], [-1.44596, 3.64878, -3.44166], [1.53674, 2.26706, 1.77088], [-1.89315, 0.74564, 1.37146], [-1.97948, -0.27763, 3.60737], [-0.64742, -1.35563, 3.19237], [-3.29195, -2.33982, 4.16364], [-4.87369, -4.02159, 3.30253], [-4.97074, -4.48610, 0.87641], [-3.47897, -3.26981, -0.66163], [-1.17336, -2.12367, -0.74664], [-2.25917, -0.71507, -0.71229], [0.59983, -1.04335, -2.14564], [1.92831, 0.25208, -3.79293], [4.01207, 1.39121, -4.34402], [5.17307, 1.81535, -3.07285], [3.70901, 2.77392, -3.28947], [4.65109, 1.36818, -0.70516], [3.30932, 0.05741, 0.93124]], "atomic_forces_ev_per_a": [[0.05, 0.21, -0.05], [-0.18, -0.09, -0.19], [-0.58, -0.18, 0.49], [-0.05, 0.49, -1.36], [0.51, -0.22, 1.59], [-0.94, 0.02, -0.92], [0.60, 0.15, 0.45], [-0.25, 0.62, 0.04], [-0.10, -0.13, 0.13], [0.00, -0.14, 0.76], [0.08, 0.19, 0.00], [-0.05, 0.01, -0.10], [-0.01, -0.03, -0.06], [-0.01, 0.00, 0.09], [-0.03, -0.04, -0.11], [0.02, 0.05, 0.04], [-0.05, -0.03, 0.13], [-0.15, -0.22, -0.42], [0.77, -0.70, 0.37], [0.33, 0.07, -0.64], [-0.03, 0.11, -0.04], [-0.23, 0.13, -0.18], [-0.10, -0.30, 0.48], [-0.05, -0.02, -0.09], [-0.02, -0.10, 0.14], [0.06, -0.12, 0.12], [-0.04, 0.07, 0.03], [-0.07, -0.17, -0.13], [0.06, -0.14, 0.15], [0.75, 0.70, -0.33], [0.04, -0.12, -0.02], [-0.12, -0.11, -0.01], [-0.08, -0.06, -0.07], [-0.02, 0.05, 0.08], [0.06, 0.04, -0.07], [-0.17, -0.06, -0.01], [0.13, -0.07, 0.01], [0.04, -0.05, -0.02], [-0.09, 0.13, 0.07], [0.00, 0.03, 0.13], [-0.05, -0.04, 0.06], [-0.05, -0.06, -0.03], [-0.01, -0.05, -0.14], [-0.22, 0.06, -0.08], [0.12, -0.06, 0.02], [-0.13, -0.05, -0.15], [-0.04, -0.01, -0.11], [0.04, 0.00, -0.09], [0.10, 0.02, -0.04], [0.00, 0.10, -0.05], [0.10, 0.07, 0.05], [0.10, 0.06, 0.12]], "multiplicity": 1, "charge": 0, "relative_energy_kcal_mol": 16.4, "homo_ev": -9.1, "largest_force_ev_per_a": 1.682, "total_energy_ha": -2054.56027}



Record 4
{"formula": "C3H12NO", "method": "ωB97M-V/def2-TZVPD", "elements": ["C", "C", "C", "N", "H", "H", "H", "H", "H", "H", "H", "H", "H", "H", "H", "H", "O"], "xyz": [[-0.71037, -1.00357, -1.18742], [-0.67064, 0.02712, -0.12665], [-1.81403, 0.93733, -0.30443], [0.60794, 0.73439, -0.15758], [0.14639, -1.72028, -1.36629], [-0.97413, -0.53081, -2.14084], [-1.66018, -1.59192, -0.97057], [-0.76270, -0.44269, 0.82030], [-1.69342, 1.37392, -1.25517], [-2.74801, 0.52755, -0.16236], [-1.93841, 1.76041, 0.32940], [1.10562, 0.82337, -1.10329], [1.26046, 0.31305, 0.60255], [0.43238, 1.70767, 0.19863], [2.60249, -0.06085, 1.98094], [2.14000, -1.47620, 2.07628], [2.12552, -0.69865, 1.47556]], "atomic_forces_ev_per_a": [[-1.43, -2.25, -1.31], [-0.22, -0.98, 0.07], [0.86, 1.19, -0.49], [2.07, 2.43, 0.77], [-0.83, 0.95, 0.67], [0.41, -0.01, -0.06], [1.35, 0.26, -0.30], [0.40, -0.43, 1.10], [-0.49, 0.48, -1.54], [-1.92, -1.71, -0.35], [0.79, 1.38, 1.59], [-1.04, -0.39, 1.62], [-0.71, -0.15, -1.53], [0.33, -0.82, -0.68], [0.90, 0.88, 0.64], [-0.30, 0.40, -0.74], [-0.17, -1.24, 0.53]], "multiplicity": 1, "charge": 1, "relative_energy_kcal_mol": 21.6, "homo_ev": -16.4, "largest_force_ev_per_a": 3.285, "total_energy_ha": -251.23597}